Run 1
{"formula": "C5H7NS", "method": "ωB97M-V/def2-TZVPD", "homo_ev": -8.67, "multiplicity": 1, "smiles": "S=C1CCN2C[C@H]12", "homo_lumo_gap_ev": 8.48, "lumo_energy_ev": -0.1958, "species": ["C", "C", "C", "H", "S", "C", "N", "H", "C", "H", "H", "H", "H", "H"], "xyz": [[-0.847, 0.886, -0.397], [1.342, -0.038, -0.169], [0.506, 1.203, 0.237], [-1.646, 1.348, 0.272], [2.949, -0.304, -0.140], [-0.746, -1.310, 0.555], [-1.050, -0.505, -0.629], [-1.012, 1.453, -1.339], [0.294, -1.108, -0.523], [1.162, 2.025, -0.138], [0.398, 1.353, 1.297], [-0.622, -0.827, 1.502], [0.500, -1.937, -1.122], [-1.227, -2.238, 0.594]]}

***

Run 2
{"formula": "C5H7NS", "method": "ωB97M-V/def2-TZVPD", "homo_ev": -8.41, "multiplicity": 1, "smiles": "C[C@H]1C=CC=NS1", "homo_lumo_gap_ev": 8.59, "lumo_energy_ev": 0.1734, "species": ["H", "H", "C", "H", "C", "H", "C", "H", "S", "N", "C", "H", "H", "C"], "xyz": [[0.679, -0.263, 2.173], [1.303, -1.080, -2.126], [-1.409, -0.272, 1.185], [0.539, 1.172, -2.808], [0.944, -0.508, -1.313], [-1.726, -1.386, 1.106], [0.483, 0.795, -1.765], [-1.859, 0.298, 0.358], [0.328, 1.944, 0.662], [0.304, 1.844, -1.003], [0.873, -0.815, -0.001], [1.229, -1.888, 0.281], [-1.792, 0.240, 2.118], [0.104, -0.082, 1.132]]}

***

Which of them is most stable, and which least? Most stable: run 1; least stable: run 2.